# 1
Molecular formula: C17H23N8NiOS3
Method: DFT, ωB97M-V with the def2-TZVPD basis set

The geometry in XYZ format:
```
53
Properties=species:S:1:pos:R:3:lowdin_spin:R:1
Ni -0.418 0.405 -0.637 1.718
C 4.072 -1.351 -0.943 0.000
N 3.846 0.088 -0.977 0.002
C 4.984 0.911 -1.357 0.001
C 2.589 0.570 -0.847 0.007
N 1.507 -0.115 -0.888 0.050
N 2.539 1.950 -0.601 0.002
C 1.453 2.786 -0.679 0.005
N 1.772 4.101 -0.531 0.003
N 0.250 2.353 -0.839 0.040
H 5.089 -1.529 -0.599 0.000
H 3.943 -1.803 -1.929 0.000
H 3.383 -1.830 -0.251 0.000
H 5.582 1.212 -0.492 0.000
H 4.670 1.793 -1.912 0.000
H 5.623 0.332 -2.021 0.000
H 1.596 -1.116 -1.106 0.001
H 3.401 2.375 -0.303 0.000
H 2.711 4.422 -0.692 0.000
H 1.046 4.787 -0.638 0.000
H -0.419 3.110 -0.921 0.001
C 1.035 -1.038 2.388 0.000
C -0.244 -0.278 2.444 0.001
N -0.856 0.232 1.411 0.041
C -2.045 0.845 1.762 0.002
C -2.323 0.814 3.088 0.001
S -1.083 -0.018 3.917 0.004
C -2.858 1.373 0.665 0.001
C -4.048 2.027 0.702 0.001
S -4.582 2.343 -0.892 0.003
C -3.183 1.592 -1.530 0.002
N -2.381 1.142 -0.605 0.034
C -2.931 1.427 -2.989 0.001
H 1.250 -1.323 1.359 0.000
H 0.966 -1.946 2.986 0.000
H 1.855 -0.436 2.780 0.000
H -3.186 1.199 3.602 0.000
H -4.629 2.318 1.559 0.000
H -3.641 1.997 -3.585 0.000
H -3.011 0.373 -3.255 0.000
H -1.920 1.753 -3.233 0.000
O -0.938 -1.407 -1.218 0.062
N -1.355 -2.294 -0.313 -0.004
C -2.644 -2.207 0.085 0.004
C -3.175 -3.059 1.006 0.000
C -2.342 -4.061 1.528 0.005
C -1.048 -4.150 1.100 -0.001
C -0.494 -3.254 0.149 0.006
S 1.113 -3.353 -0.367 0.007
H -3.202 -1.420 -0.399 0.000
H -4.211 -2.962 1.294 0.000
H -2.723 -4.767 2.253 0.000
H -0.385 -4.918 1.472 0.000
```

Properties
- LUMO energy (alpha / beta): -2.46 / -2.46 eV
- Gap between HOMO and LUMO (alpha / beta): 6.88 / 6.91 eV
- Energy above the lowest of the compared OMol25 structures with the same formula, charge and spin: 0.0 kJ/mol
- HOMO (alpha / beta): -9.338 / -9.368 eV
- Spin multiplicity: 3
- Calculated total energy: -105516.067 eV
- Charge: +1

# 2
Molecular formula: C17H24AlBrCl4FMgNaO18P
Method: DFT, ωB97M-V with the def2-TZVPD basis set

The geometry in XYZ format:
```
69
Properties=species:S:1:pos:R:3:nbo_charge:R:1
C -4.280 -1.279 -1.368 -0.649
C -2.896 -0.972 -0.669 -0.081
O -2.782 0.466 -0.604 -0.500
C -1.524 0.906 -0.317 0.299
C -0.424 0.889 -1.120 -0.122
C -0.418 0.330 -2.580 -0.810
P 0.559 -1.322 -2.510 2.262
O 1.944 -1.160 -2.953 -1.010
O -0.251 -2.601 -3.346 -1.138
O 0.601 -1.784 -0.931 -0.999
C 0.918 1.469 -0.631 0.455
O 1.882 1.319 -1.322 -0.466
C 1.035 2.250 0.687 0.402
O 2.147 2.898 1.034 -0.633
C -0.051 2.256 1.493 -0.459
C -1.332 1.546 1.090 0.491
O -2.217 1.534 1.914 -0.542
H -4.121 -1.613 -2.413 0.201
H -4.837 -0.309 -1.432 0.235
H -4.910 -1.966 -0.772 0.245
H -2.891 -1.479 0.326 0.235
H -2.111 -1.469 -1.295 0.131
H 0.132 1.062 -3.209 0.314
H -1.480 0.125 -2.912 0.192
H -0.633 -3.197 -2.650 0.518
H 1.399 -1.408 -0.514 0.539
H 2.803 2.878 0.304 0.528
H 0.010 2.824 2.447 0.217
Al -0.198 -4.492 -4.227 0.970
C -4.328 4.012 3.337 -0.343
Cl -4.171 5.573 2.485 -0.044
Cl -3.705 4.145 4.992 0.023
Cl -5.990 3.482 3.342 0.151
H -3.732 3.269 2.808 0.192
O 8.660 2.800 2.440 -0.557
C 7.562 3.033 2.862 0.811
O 6.496 2.990 2.047 -0.454
C 5.156 3.054 2.488 -0.046
C 4.704 4.494 2.633 -0.642
C 7.364 3.470 4.296 -0.740
H 5.007 2.473 3.404 0.158
H 4.561 2.567 1.714 0.161
H 5.285 5.021 3.390 0.212
H 3.647 4.541 2.912 0.177
H 4.848 5.029 1.693 0.256
H 7.515 4.547 4.364 0.243
H 8.106 2.965 4.914 0.233
H 6.390 3.207 4.707 0.198
O -6.350 -3.242 3.892 -0.368
C -6.003 -3.322 2.693 0.046
C -4.439 -2.613 2.551 0.070
O -4.086 -2.667 1.342 -0.479
H -6.613 -2.792 1.941 0.182
H -5.883 -4.328 2.255 0.182
H -3.818 -3.152 3.286 0.182
H -4.536 -1.615 3.010 0.188
Br -7.258 5.054 4.899 -0.829
O 3.382 -6.780 -7.812 -0.855
Cl 3.449 -5.791 -6.767 2.546
O 4.662 -5.961 -6.008 -0.859
O 2.303 -5.955 -5.881 -0.934
O 3.411 -4.466 -7.342 -0.874
Na -1.902 4.465 2.271 0.946
C -2.738 -7.204 -5.817 0.889
O -3.684 -7.948 -6.061 -0.451
O -1.592 -7.313 -6.318 -0.326
O -2.776 -6.221 -5.027 -0.456
Mg -2.218 -1.077 -4.051 0.152
F 7.242 4.560 0.594 -0.764
```

Properties
- LUMO energy: -4.06 eV
- Gap between HOMO and LUMO: 0.88 eV
- HOMO: -4.934 eV
- Calculated total energy: -203446.903 eV
- Charge: -1

# 3
Molecular formula: C17H24As2MnN2O2Se3Te
Method: DFT, ωB97M-V with the def2-TZVPD basis set

The geometry in XYZ format:
```
52
Properties=species:S:1:pos:R:3:lowdin_spin:R:1
Mn -0.814 0.684 0.433 0.983
Se -1.047 -1.670 0.497 -0.045
Se -3.078 -0.635 0.874 0.010
Te -3.542 1.525 -0.490 0.067
Se -1.757 2.931 0.315 0.072
C -1.710 -0.322 4.058 -0.008
As -0.581 0.739 2.897 -0.034
C -0.669 2.494 3.728 -0.003
C 1.223 0.156 3.310 -0.003
C 1.603 -0.230 4.590 -0.001
C 2.913 -0.612 4.839 0.000
C 3.852 -0.602 3.816 0.000
C 3.483 -0.210 2.538 -0.001
C 2.168 0.164 2.286 -0.002
As 1.614 0.745 0.531 -0.022
C 2.539 -0.408 -0.721 -0.006
C 2.497 2.463 0.313 -0.002
H -1.379 -0.196 5.087 -0.001
H -1.651 -1.372 3.781 0.000
H -2.738 0.025 3.981 0.000
H -0.372 2.427 4.772 -0.001
H -1.687 2.877 3.672 0.001
H 0.005 3.175 3.210 0.000
H 0.885 -0.239 5.400 0.000
H 3.201 -0.918 5.835 0.000
H 4.873 -0.900 4.013 0.000
H 4.221 -0.201 1.745 0.000
H 2.258 -1.441 -0.526 0.000
H 3.616 -0.303 -0.617 -0.001
H 2.255 -0.135 -1.735 0.000
H 3.519 2.385 0.678 -0.001
H 1.968 3.216 0.894 0.000
H 2.525 2.749 -0.736 0.000
O -3.595 -4.158 -3.704 0.000
C -2.942 -3.537 -4.787 0.000
N -2.110 -2.513 -4.194 0.000
C -2.023 -1.261 -4.693 0.000
O -2.538 -0.881 -5.722 0.000
C -1.259 -0.264 -3.853 0.001
C -0.630 0.800 -4.487 0.001
C -0.016 1.767 -3.711 0.001
C -0.077 1.657 -2.334 0.002
N -0.689 0.639 -1.708 -0.007
C -1.264 -0.303 -2.471 0.003
H -3.964 -5.000 -3.993 0.000
H -3.629 -3.041 -5.472 0.000
H -2.330 -4.249 -5.347 0.000
H -1.539 -2.807 -3.418 0.000
H -0.651 0.854 -5.568 0.000
H 0.486 2.614 -4.157 0.000
H 0.348 2.425 -1.702 0.001
H -1.770 -1.106 -1.950 0.000
```

Properties
- LUMO energy (alpha / beta): -8.94 / -8.99 eV
- Gap between HOMO and LUMO (alpha / beta): 5.54 / 5.45 eV
- HOMO (alpha / beta): -14.484 / -14.435 eV
- Spin multiplicity: 2
- Calculated total energy: -381408.137 eV
- Charge: +2

# 4
Molecular formula: C17H24Cl3N3OPSiTc
Method: DFT, ωB97M-V with the def2-TZVPD basis set

The geometry in XYZ format:
```
51
Properties=species:S:1:pos:R:3:lowdin_spin:R:1
Tc -0.273 -0.591 -0.271 0.459
Cl -0.387 -7.134 2.166 0.017
C -0.141 -5.509 1.904 0.020
C -0.859 -4.883 0.831 0.007
C -0.645 -3.563 0.651 0.008
Cl -1.482 -2.647 -0.624 0.019
C 0.236 -2.786 1.453 0.015
O 0.425 -1.512 1.243 0.014
C 0.924 -3.447 2.524 0.010
Cl 1.975 -2.535 3.487 0.005
C 0.734 -4.789 2.734 -0.001
H -1.538 -5.467 0.225 0.000
H 1.255 -5.297 3.534 0.000
C 4.928 -0.989 -2.695 -0.002
Si 3.416 -0.666 -3.655 0.022
C 2.905 -2.021 -4.786 0.018
C 3.289 0.984 -4.438 0.010
C 2.019 -0.653 -2.308 0.303
C 1.095 -0.596 -1.461 0.049
H 5.763 -0.989 -3.406 0.000
H 4.940 -1.956 -2.195 0.000
H 5.147 -0.218 -1.954 0.000
H 3.663 -2.060 -5.576 0.003
H 1.941 -1.854 -5.263 0.000
H 2.899 -2.989 -4.285 0.000
H 4.067 1.032 -5.207 0.002
H 3.488 1.790 -3.729 0.000
H 2.337 1.178 -4.931 0.000
C 2.323 3.452 2.192 0.000
N 0.887 3.158 2.706 0.000
C -0.066 4.224 2.099 0.000
N 0.041 4.228 0.687 -0.001
C 1.416 4.497 0.263 0.000
N 2.339 3.482 0.775 0.005
C 2.163 2.173 0.148 0.008
P 0.472 1.564 0.509 0.012
C 0.458 1.763 2.341 0.000
C -0.524 3.041 0.042 -0.002
H 2.965 2.676 2.605 0.000
H 2.588 4.423 2.610 0.000
H 0.876 3.251 3.725 0.000
H 0.256 5.174 2.523 0.000
H -1.069 3.977 2.445 0.000
H 1.720 5.472 0.643 0.000
H 1.463 4.519 -0.824 0.000
H 2.901 1.455 0.510 0.000
H 2.282 2.252 -0.934 0.001
H 1.148 1.057 2.805 0.000
H -0.539 1.592 2.750 0.000
H -1.570 2.905 0.325 0.000
H -0.492 3.170 -1.042 0.000
```

Properties
- LUMO energy (alpha / beta): -12.30 / -12.28 eV
- Gap between HOMO and LUMO (alpha / beta): 4.69 / 4.57 eV
- HOMO (alpha / beta): -16.983 / -16.851 eV
- Spin multiplicity: 2
- Calculated total energy: -81437.923 eV
- Charge: +3

# 5
Molecular formula: C17H24ClIrN7O4P
Method: DFT, ωB97M-V with the def2-TZVPD basis set

The geometry in XYZ format:
```
55
Properties=species:S:1:pos:R:3:lowdin_spin:R:1
Ir -0.777 -1.036 0.264 3.019
C 2.411 1.754 -3.504 0.002
N 1.221 1.347 -2.772 0.010
C 0.025 1.917 -2.925 0.005
C -0.839 1.278 -2.066 0.013
N -0.159 0.281 -1.430 0.124
C 1.108 0.320 -1.868 0.015
P 2.442 -0.819 -1.443 0.002
C 2.366 -0.632 0.376 0.017
N 1.256 -0.656 1.120 0.138
C 1.609 -0.445 2.454 0.014
C 2.967 -0.314 2.451 0.005
N 3.421 -0.354 1.134 0.011
C 4.831 -0.081 0.735 0.002
C 1.486 -2.333 -1.553 0.009
N 0.356 -2.625 -0.906 0.101
C -0.029 -3.827 -1.387 0.014
C 0.850 -4.294 -2.317 0.003
N 1.838 -3.344 -2.401 0.011
C 2.911 -3.344 -3.375 0.002
H 2.283 1.530 -4.547 0.000
H 3.253 1.236 -3.098 0.000
H 2.475 2.819 -3.373 0.000
H -0.198 2.796 -3.532 0.001
H -1.845 1.416 -1.873 0.001
H 0.865 -0.487 3.235 0.001
H 3.620 -0.093 3.299 0.001
H 4.941 1.014 0.606 0.000
H 5.044 -0.577 -0.198 0.000
H 5.497 -0.460 1.500 0.000
H -0.887 -4.317 -0.878 0.001
H 0.930 -5.231 -2.856 0.000
H 3.583 -4.092 -3.059 0.000
H 3.344 -2.375 -3.465 0.000
H 2.442 -3.637 -4.333 0.000
C -4.178 2.345 1.492 0.002
C -3.019 2.369 2.531 0.003
C -2.344 3.720 2.633 0.000
C -3.580 1.921 3.892 0.001
C -2.048 1.350 2.092 0.031
N -1.408 0.508 1.676 0.097
H -4.841 3.163 1.714 0.000
H -4.755 1.453 1.614 0.000
H -3.809 2.431 0.462 0.000
H -3.095 4.447 2.919 0.000
H -1.997 4.070 1.660 0.000
H -1.489 3.793 3.337 0.000
H -4.447 2.556 4.086 0.000
H -2.800 2.065 4.667 0.000
H -3.960 0.900 3.810 0.000
O -4.294 -2.773 -0.011 0.031
Cl -3.450 -1.915 0.726 0.007
O -2.982 -0.756 -0.177 0.158
O -3.969 -1.385 1.923 0.011
O -2.180 -2.597 0.939 0.136
```

Properties
- LUMO energy (alpha / beta): -5.61 / -8.80 eV
- Gap between HOMO and LUMO (alpha / beta): 9.28 / 6.26 eV
- Energy above the lowest of the compared OMol25 structures with the same formula, charge and spin: 0.0 kJ/mol
- HOMO (alpha / beta): -14.890 / -15.067 eV
- Spin multiplicity: 5
- Calculated total energy: -61264.473 eV
- Charge: +2

# 6
Molecular formula: C17H24CoN5O3S
Method: DFT, ωB97M-V with the def2-TZVPD basis set

The geometry in XYZ format:
```
51
Properties=species:S:1:pos:R:3:lowdin_spin:R:1
Co -0.619 1.072 0.567 0.923
C -3.235 1.958 0.866 0.006
C -3.165 0.789 1.837 0.000
N -1.738 0.442 2.133 -0.010
C -1.529 -1.033 2.313 0.001
C -1.080 -1.684 1.021 0.003
C -1.041 -3.041 0.769 0.001
C -0.447 -3.466 -0.419 -0.001
C 0.068 -2.551 -1.327 0.002
C -0.040 -1.206 -1.019 0.003
C 0.541 -0.086 -1.828 0.000
N 0.070 1.247 -1.320 -0.012
C -1.017 1.815 -2.176 0.000
C -2.041 2.540 -1.317 0.007
N -2.409 1.561 -0.281 0.026
N -0.598 -0.822 0.131 0.035
H -2.807 2.862 1.304 0.002
H -4.272 2.173 0.598 0.002
H -3.625 -0.087 1.373 0.000
H -3.713 0.995 2.756 0.000
H -1.491 0.885 3.012 0.000
H -2.431 -1.502 2.708 0.000
H -0.746 -1.168 3.063 0.000
H -1.425 -3.754 1.486 0.000
H -0.368 -4.524 -0.628 0.000
H 0.588 -2.871 -2.221 0.000
H 0.343 -0.195 -2.893 0.000
H 1.622 -0.131 -1.736 0.000
H 0.879 1.858 -1.362 0.000
H -1.513 0.978 -2.671 0.000
H -0.607 2.452 -2.959 0.000
H -2.893 2.871 -1.915 0.002
H -1.610 3.415 -0.827 0.002
H -2.846 0.760 -0.734 0.001
N 1.054 1.796 1.688 0.000
C 2.100 0.952 1.110 0.004
C 2.087 -0.378 1.488 0.001
C 2.731 -1.318 0.702 0.001
C 3.362 -0.918 -0.462 -0.001
C 3.570 0.440 -0.701 0.001
C 2.930 1.391 0.085 0.000
S 3.469 -2.082 -1.837 0.000
O 2.808 -1.288 -2.870 0.000
O 2.640 -3.185 -1.369 0.000
O 4.862 -2.365 -2.056 0.000
H 0.979 1.517 2.666 0.000
H 1.313 2.779 1.724 0.003
H 1.487 -0.697 2.336 0.000
H 2.625 -2.378 0.894 0.000
H 4.128 0.735 -1.581 0.000
H 3.049 2.447 -0.123 0.000
```

Properties
- LUMO energy (alpha / beta): -3.39 / -3.35 eV
- Gap between HOMO and LUMO (alpha / beta): 7.47 / 7.51 eV
- Energy above the lowest of the compared OMol25 structures with the same formula, charge and spin: 0.0 kJ/mol
- HOMO (alpha / beta): -10.861 / -10.861 eV
- Spin multiplicity: 2
- Calculated total energy: -80068.145 eV
- Charge: +1